1.
This record from the Open Molecules 2025 dataset describes a 5-piece molecular cluster, C23H57BrNO6S overall. The level of theory is ωB97M-V/def2-TZVPD.

## Properties
**Total charge**: +1
**2S+1**: 1

Each line ends with the Mulliken charge.
Positions of all 89 atoms, in Å:
C  1.96  0.06  2.67  -0.5757
C  1.16  0.36  3.98  -0.3678
C  0.25  1.63  3.92  -0.7960
C  -0.70  1.74  2.67  0.5932
C  -2.06  0.97  2.80  -0.9924
C  -1.96  -0.50  3.33  -0.6696
C  -1.33  -1.55  2.33  -1.0368
S  -1.05  -0.92  0.64  0.7905
C  -2.64  -0.61  -0.22  -1.2142
C  -2.33  0.60  -1.18  -0.3820
C  -3.56  0.95  -2.07  -0.6818
Br  -3.03  2.11  -3.55  -0.1486
O  -0.45  -2.24  -0.20  -0.4095
C  0.93  -2.48  0.15  -0.3371
C  1.88  -1.79  -0.89  -0.6205
N  1.68  -0.32  -0.89  0.5810
C  2.99  0.32  -1.13  -0.9164
C  2.86  1.82  -1.53  0.6227
C  2.19  2.71  -0.44  -0.8733
O  4.18  2.33  -1.77  -0.5766
H  2.87  0.68  2.55  0.3763
H  2.34  -0.99  2.76  0.3173
H  1.37  0.08  1.73  -0.1545
H  0.64  -0.57  4.29  0.2887
H  1.92  0.56  4.77  0.2940
H  0.91  2.53  3.89  0.2391
H  -0.37  1.77  4.83  0.2772
H  -0.19  1.50  1.70  -0.6842
H  -0.97  2.82  2.58  0.4993
H  -2.62  1.08  1.85  0.2127
H  -2.66  1.53  3.57  0.5002
H  -3.00  -0.84  3.53  0.4085
H  -1.46  -0.50  4.33  0.3957
H  -1.99  -2.45  2.30  0.7085
H  -0.36  -1.91  2.75  0.3363
H  -2.92  -1.49  -0.86  0.5940
H  -3.47  -0.38  0.48  0.5825
H  -2.01  1.50  -0.60  0.3353
H  -1.45  0.34  -1.81  0.2810
H  -3.95  -0.01  -2.49  0.3092
H  -4.32  1.46  -1.45  0.4253
H  1.20  -2.21  1.19  -0.0865
H  1.09  -3.58  0.02  0.3964
H  1.78  -2.25  -1.89  0.2243
H  2.91  -2.01  -0.51  0.4921
H  1.07  -0.08  -1.68  -0.1062
H  3.55  -0.18  -1.96  0.2231
H  3.65  0.25  -0.22  0.5598
H  2.26  1.88  -2.47  -0.2806
H  2.66  2.57  0.56  0.1708
H  2.29  3.77  -0.74  0.4289
H  1.09  2.50  -0.39  0.0414
H  4.63  2.20  -0.93  0.3993
C  1.55  -5.09  -5.03  -1.2021
C  1.80  -4.04  -3.96  -0.0351
O  2.52  -4.60  -2.86  -0.5021
H  0.98  -5.92  -4.61  0.3051
H  0.99  -4.67  -5.87  0.3441
H  2.49  -5.50  -5.40  0.3448
H  0.85  -3.65  -3.58  0.2313
H  2.38  -3.20  -4.38  0.2258
H  3.35  -4.93  -3.20  0.2870
C  0.52  1.46  -6.28  -1.2063
C  0.84  1.87  -4.85  -0.0345
O  1.46  0.79  -4.14  -0.3955
H  -0.14  0.59  -6.28  0.2904
H  0.04  2.27  -6.82  0.3622
H  1.43  1.17  -6.81  0.3859
H  -0.07  2.13  -4.32  0.0678
H  1.51  2.73  -4.84  0.2730
H  2.27  0.56  -4.61  0.2159
C  3.39  4.32  6.24  -0.9841
C  2.23  3.91  7.13  -0.2797
O  1.81  2.59  6.83  -0.4584
H  3.10  4.27  5.19  0.2219
H  3.71  5.34  6.46  0.3534
H  4.24  3.65  6.37  0.3214
H  1.38  4.58  6.98  0.2899
H  2.52  3.96  8.19  0.2890
H  2.56  2.00  6.97  0.2621
C  -6.67  -2.84  -2.14  -1.1042
C  -6.43  -1.79  -1.07  0.1800
O  -5.75  -2.36  0.05  -0.5065
H  -7.25  -3.67  -1.75  0.3069
H  -7.20  -2.41  -2.99  0.3524
H  -5.72  -3.25  -2.50  0.3060
H  -7.38  -1.40  -0.70  0.3312
H  -5.84  -0.96  -1.46  -0.1126
H  -4.91  -2.70  -0.27  0.2790


2.
This record from the Open Molecules 2025 dataset describes a 6-piece molecular cluster, C23H57N3O24P6S overall. The level of theory is ωB97M-V/def2-TZVPD.

## Properties
**Total charge**: 0
**2S+1**: 1
**Structure (SMILES)**: O=C1NCC[C@]1(CCSc1nnco1)P(O)O.COP(=O)(OC)OC.COP(=O)(OC)OC.COP(=O)(OC)OC.COP(=O)(OC)OC.COP(=O)(OC)OC

Each line ends with the Mulliken charge.
Positions of all 114 atoms, in Å:
O  -2.09  1.59  4.38  -0.5728
C  -1.73  0.94  3.37  0.0013
N  -2.31  -0.42  3.22  -0.4088
C  -2.38  -0.60  1.72  -0.5482
C  -1.10  0.19  1.12  -0.9194
C  -0.74  1.34  2.17  1.9990
C  -0.85  2.88  1.80  -0.4746
C  -1.64  3.25  0.47  -0.6609
S  -0.58  4.47  -0.50  -0.0514
C  0.51  3.33  -1.47  0.2423
N  1.71  2.72  -1.03  0.1330
N  2.20  1.91  -2.01  -0.6118
C  1.26  2.04  -3.07  -0.0310
O  0.19  2.91  -2.81  -0.2684
P  1.01  0.81  2.76  -0.1491
O  2.03  2.15  3.01  -0.4394
O  0.92  -0.20  4.15  -0.5642
H  -1.62  -1.13  3.53  0.3105
H  -2.39  -1.69  1.40  0.2463
H  -3.34  -0.08  1.37  0.2568
H  -0.24  -0.58  1.26  0.0763
H  -1.15  0.41  0.01  0.0422
H  -1.40  3.39  2.67  0.2007
H  0.17  3.41  1.76  0.2839
H  -1.92  2.39  -0.21  0.3965
H  -2.60  3.80  0.77  0.3920
H  1.42  1.44  -4.02  0.4524
H  2.55  2.22  2.17  0.3600
H  0.88  -1.11  3.79  0.4069
C  -2.22  -4.44  -1.30  -0.8372
O  -0.98  -3.74  -1.34  -0.1827
P  -0.91  -2.42  -2.24  0.9865
O  -1.84  -1.34  -1.86  -0.8070
O  -1.12  -2.97  -3.74  -0.4020
C  -0.26  -4.01  -4.21  -0.7602
O  0.64  -2.04  -2.19  0.1119
C  1.02  -0.84  -2.85  -1.2975
H  -2.40  -4.79  -0.29  0.2747
H  -3.06  -3.81  -1.61  0.3913
H  -2.16  -5.30  -1.97  0.2793
H  -0.88  -4.86  -4.52  0.3744
H  0.45  -4.34  -3.45  0.3002
H  0.29  -3.63  -5.08  0.2323
H  0.35  -0.60  -3.68  0.4557
H  2.03  -0.97  -3.25  0.4241
H  1.03  -0.02  -2.14  0.4466
C  5.18  -5.80  -5.46  -0.7006
O  4.98  -5.78  -4.06  -0.3846
P  4.22  -4.52  -3.44  0.9202
O  2.84  -4.32  -3.93  -0.4220
O  5.20  -3.29  -3.74  -0.2710
C  6.55  -3.36  -3.31  -0.7617
O  4.36  -4.74  -1.87  -0.3512
C  3.70  -3.81  -1.02  -0.5600
H  5.03  -6.82  -5.83  0.2514
H  4.48  -5.13  -5.98  0.3196
H  6.20  -5.49  -5.68  0.2526
H  7.21  -3.24  -4.17  0.2786
H  6.78  -4.31  -2.82  0.3531
H  6.74  -2.55  -2.60  0.2838
H  3.59  -2.83  -1.51  0.2337
H  4.29  -3.68  -0.11  0.3141
H  2.71  -4.19  -0.76  0.2131
C  2.25  8.44  2.82  -0.6887
O  2.87  8.24  1.55  -0.3899
P  3.32  6.76  1.18  0.4919
O  2.23  5.76  1.12  0.0630
O  4.46  6.42  2.26  -0.2236
C  5.57  7.31  2.39  -0.7962
O  4.13  6.96  -0.18  -0.3528
C  4.61  5.78  -0.82  -0.6379
H  1.44  9.16  2.71  0.1809
H  1.85  7.51  3.22  0.3538
H  2.99  8.84  3.51  0.2718
H  5.62  7.66  3.42  0.2733
H  5.49  8.17  1.73  0.3635
H  6.49  6.76  2.15  0.2691
H  4.79  4.97  -0.10  0.3128
H  5.55  6.01  -1.32  0.2652
H  3.88  5.45  -1.57  0.2216
C  -1.92  8.55  2.23  -0.6096
O  -1.90  8.10  3.58  -0.2300
P  -2.77  6.81  3.93  0.5508
O  -2.40  5.58  3.21  -0.1128
O  -4.28  7.29  3.67  -0.3266
C  -4.76  8.45  4.33  -0.7763
O  -2.67  6.72  5.52  -0.3079
C  -3.29  5.61  6.15  -0.6779
H  -0.92  8.88  1.95  0.1213
H  -2.24  7.77  1.54  0.3296
H  -2.60  9.40  2.15  0.2537
H  -5.10  9.16  3.57  0.2747
H  -3.99  8.93  4.94  0.3548
H  -5.60  8.18  4.97  0.2803
H  -4.13  5.23  5.56  0.3273
H  -3.66  5.92  7.12  0.2562
H  -2.56  4.81  6.28  0.2566
C  -2.84  -9.36  0.69  -0.6932
O  -2.88  -9.64  -0.70  -0.3111
P  -4.03  -8.92  -1.56  0.9737
O  -3.98  -7.44  -1.56  -0.5262
O  -5.39  -9.53  -0.96  -0.3013
C  -5.55  -10.94  -0.93  -0.7505
O  -3.90  -9.61  -2.99  -0.3109
C  -4.74  -9.12  -4.02  -0.6666
H  -1.80  -9.27  1.00  0.2535
H  -3.36  -8.43  0.94  0.3440
H  -3.30  -10.19  1.23  0.2512
H  -5.74  -11.24  0.11  0.2744
H  -4.67  -11.47  -1.29  0.3544
H  -6.41  -11.21  -1.54  0.2749
H  -5.67  -8.70  -3.62  0.3324
H  -5.00  -9.95  -4.68  0.2517
H  -4.22  -8.35  -4.59  0.2478


| no. | total energy (eV) |
| --- | --- |
| 1 | -119419.281 |
| 2 | -144961.540 |